91
Properties=species:S:1:pos:R:3 method="wB97M-V/def2-TZVPD" gap_ev="7.80 / 7.09" s_squared=0.76 multiplicity=2 relative_energy_kj_mol=15.2 homo_energy_ev="-10.20 / -10.55" total_charge=+1
Cu -0.182 -0.085 -0.835
S 2.292 3.261 0.925
C 0.811 3.380 1.826
C 0.484 4.256 2.857
C -0.769 4.147 3.425
C -1.681 3.187 2.973
C -1.353 2.323 1.950
C -0.090 2.413 1.370
N 0.404 1.612 0.350
C 1.617 1.947 0.016
C 2.316 1.237 -1.044
C 3.599 1.577 -1.472
C 4.194 0.845 -2.483
C 3.514 -0.225 -3.051
C 2.235 -0.560 -2.619
C 1.611 0.179 -1.623
H 1.189 4.999 3.202
H -1.050 4.815 4.227
H -2.658 3.128 3.433
H -2.054 1.593 1.580
H 4.127 2.409 -1.020
H 5.190 1.097 -2.822
H 3.987 -0.810 -3.830
H 1.737 -1.410 -3.066
C -4.367 3.634 0.148
P -3.142 2.751 -0.906
C -3.436 3.625 -2.500
C -4.105 1.192 -1.222
C -3.899 0.206 -0.064
P -2.363 -0.807 -0.138
C -2.925 -2.263 -1.084
C -2.359 -1.478 1.564
H -5.357 3.673 -0.311
H -4.017 4.651 0.327
H -4.444 3.147 1.121
H -4.498 3.665 -2.753
H -2.903 3.113 -3.302
H -3.053 4.643 -2.441
H -3.780 0.763 -2.171
H -5.167 1.434 -1.329
H -4.717 -0.514 0.015
H -3.886 0.752 0.885
H -3.802 -2.702 -0.609
H -2.124 -3.008 -1.111
H -3.177 -1.984 -2.106
H -3.379 -1.713 1.872
H -1.928 -0.767 2.264
H -1.772 -2.403 1.600
I -1.246 -0.526 -3.974
C -0.608 1.473 -3.940
C -0.450 2.173 -5.127
C -0.060 3.496 -5.023
C 0.131 4.048 -3.764
C -0.064 3.246 -2.652
N -0.419 1.965 -2.741
H -0.622 1.702 -6.084
H 0.083 4.091 -5.915
H 0.426 5.081 -3.645
H 0.063 3.637 -1.649
C 5.533 -2.660 -0.638
C 4.572 -3.577 -1.037
C 3.245 -3.399 -0.672
C 2.880 -2.302 0.099
C 3.844 -1.382 0.497
C 5.169 -1.565 0.132
As 1.017 -1.958 0.511
C 1.067 -1.581 2.401
C 1.408 -0.388 3.016
C 1.355 -0.297 4.401
C 0.953 -1.395 5.152
C 0.601 -2.586 4.533
C 0.655 -2.690 3.148
C 0.277 -3.880 2.354
C -0.180 -5.088 2.866
C -0.535 -6.116 2.004
C -0.449 -5.948 0.628
C 0.000 -4.743 0.105
C 0.372 -3.723 0.966
H 6.567 -2.801 -0.921
H 4.855 -4.434 -1.633
H 2.504 -4.123 -0.983
H 3.567 -0.521 1.093
H 5.917 -0.850 0.448
H 1.711 0.473 2.431
H 1.624 0.628 4.893
H 0.910 -1.321 6.230
H 0.282 -3.427 5.134
H -0.262 -5.235 3.935
H -0.887 -7.055 2.409
H -0.733 -6.755 -0.035
H 0.057 -4.609 -0.970

44
Properties=species:S:1:pos:R:3 method="wB97M-V/def2-TZVPD" gap_ev=4.48 relative_energy_kj_mol=9.0 homo_energy_ev=-0.12 total_charge=-2
Pd 0.190 0.133 -0.722
Se -1.172 -1.771 -1.811
Te -1.272 0.668 -2.745
Te 0.779 2.663 -1.628
Se 0.196 4.137 0.323
Cl -0.079 -2.494 1.835
C 1.297 -2.001 2.755
C 1.412 -2.514 4.043
C 2.491 -2.169 4.835
C 3.460 -1.314 4.330
C 3.337 -0.812 3.046
C 2.257 -1.138 2.217
P 2.059 -0.371 0.542
C 2.809 -1.673 -0.520
C 3.088 -1.311 -1.841
C 3.515 -2.256 -2.757
C 3.657 -3.585 -2.375
C 3.379 -3.953 -1.070
C 2.965 -3.002 -0.145
C 3.355 0.905 0.619
C 2.952 2.162 1.071
C 3.877 3.191 1.172
C 5.198 2.978 0.806
C 5.602 1.732 0.341
C 4.682 0.696 0.253
H 0.639 -3.176 4.408
H 2.568 -2.562 5.842
H 4.310 -1.027 4.937
H 4.094 -0.137 2.673
H 2.926 -0.284 -2.154
H 3.708 -1.958 -3.780
H 3.965 -4.330 -3.099
H 3.474 -4.989 -0.764
H 2.752 -3.310 0.871
H 1.911 2.358 1.314
H 3.537 4.167 1.495
H 5.914 3.790 0.864
H 6.632 1.567 0.042
H 4.991 -0.275 -0.118
Cl -4.348 -0.727 1.732
C -3.107 0.025 0.676
Cl -2.045 1.106 1.569
H -3.630 0.601 -0.078
H -2.522 -0.769 0.215

Copy entry 2 word for word.
44
Properties=species:S:1:pos:R:3 method="wB97M-V/def2-TZVPD" gap_ev=4.48 relative_energy_kj_mol=9.0 homo_energy_ev=-0.12 total_charge=-2
Pd 0.190 0.133 -0.722
Se -1.172 -1.771 -1.811
Te -1.272 0.668 -2.745
Te 0.779 2.663 -1.628
Se 0.196 4.137 0.323
Cl -0.079 -2.494 1.835
C 1.297 -2.001 2.755
C 1.412 -2.514 4.043
C 2.491 -2.169 4.835
C 3.460 -1.314 4.330
C 3.337 -0.812 3.046
C 2.257 -1.138 2.217
P 2.059 -0.371 0.542
C 2.809 -1.673 -0.520
C 3.088 -1.311 -1.841
C 3.515 -2.256 -2.757
C 3.657 -3.585 -2.375
C 3.379 -3.953 -1.070
C 2.965 -3.002 -0.145
C 3.355 0.905 0.619
C 2.952 2.162 1.071
C 3.877 3.191 1.172
C 5.198 2.978 0.806
C 5.602 1.732 0.341
C 4.682 0.696 0.253
H 0.639 -3.176 4.408
H 2.568 -2.562 5.842
H 4.310 -1.027 4.937
H 4.094 -0.137 2.673
H 2.926 -0.284 -2.154
H 3.708 -1.958 -3.780
H 3.965 -4.330 -3.099
H 3.474 -4.989 -0.764
H 2.752 -3.310 0.871
H 1.911 2.358 1.314
H 3.537 4.167 1.495
H 5.914 3.790 0.864
H 6.632 1.567 0.042
H 4.991 -0.275 -0.118
Cl -4.348 -0.727 1.732
C -3.107 0.025 0.676
Cl -2.045 1.106 1.569
H -3.630 0.601 -0.078
H -2.522 -0.769 0.215